DFT (ωB97M-V/def2-TZVPD) results for 7 unconnected molecules or ions with the total composition C29H40N2O21.

The value obtained for the LUMO energy is 0.25 eV. As for the SMILES: O=C(O)NCCCNCc1ccccc1O.O=C1OCCO1.O=C1OCCO1.O=C1OCCO1.O=C1OCCO1.O=C1OCCO1.O=C1OCCO1. The value obtained for the largest force on an atom is 3.458 eV/A. The value obtained for the HOMO-LUMO gap is 8.6 eV.

Geometry as XYZ:
```
92
Properties=species:S:1:pos:R:3:forces:R:3
O 6.01251 -1.62025 -0.33823 -0.2 0.6 -0.4
C 6.40492 -1.16444 -1.37700 0.3 -1.1 0.1
O 6.95303 -2.06897 -2.29119 -0.5 2.0 0.0
N 6.37370 0.21442 -1.76862 0.6 -0.8 0.9
C 5.60406 1.05852 -0.82214 -0.9 1.5 -0.3
C 4.09069 1.01716 -1.22346 -0.6 -0.3 -0.4
C 3.16141 1.89277 -0.31058 1.4 -0.2 0.9
N 1.75334 1.44541 -0.25970 0.2 0.8 -0.8
C 1.16177 1.27585 -1.60167 -1.5 -0.1 -0.7
C -0.33669 0.79730 -1.45608 -0.1 -0.5 0.3
C -1.46787 1.56493 -1.96881 -0.2 -2.9 1.9
C -2.80392 0.97245 -1.79727 1.4 -0.5 0.2
C -3.00250 -0.32451 -1.16624 1.9 0.8 -0.3
C -1.85857 -1.07140 -0.64354 0.8 1.8 -1.0
C -0.50742 -0.51404 -0.79077 -2.6 1.1 -1.0
O 0.61970 -1.20435 -0.31319 -0.8 0.2 -0.6
H 7.00822 -1.60315 -3.14687 0.1 -0.3 0.3
H 7.34329 0.54396 -1.76810 -0.3 -0.2 -0.4
H 5.94653 2.12303 -0.97546 -0.2 -1.3 0.2
H 5.76849 0.82145 0.25880 -0.2 -0.2 -0.9
H 3.75824 -0.06198 -1.23821 0.2 1.0 0.3
H 3.94694 1.37585 -2.28537 0.5 -0.4 1.0
H 3.56597 1.79338 0.74288 -0.5 0.2 -1.0
H 3.29399 2.98704 -0.56709 -0.2 -1.0 0.0
H 1.23899 2.23814 0.14688 0.2 -0.6 0.0
H 1.65911 0.48165 -2.22233 -0.1 0.7 0.9
H 1.18313 2.21514 -2.22780 0.0 -0.8 0.5
H -1.29069 2.54239 -2.46142 -0.2 -1.0 0.5
H -3.67839 1.53197 -2.20410 0.7 -0.6 0.5
H -4.01906 -0.76749 -1.07481 1.1 0.5 -0.2
H -1.98327 -2.07325 -0.16924 0.0 1.0 -0.4
H 0.74299 -2.02744 -0.81540 -0.3 0.4 0.1
C 0.85416 -2.09096 2.92442 0.4 0.3 -0.7
C 0.39423 -3.50073 3.15847 0.1 -0.4 -0.4
O 0.10182 -3.50953 4.55479 -0.1 0.4 0.2
C -0.15564 -2.22563 4.92157 -0.1 0.2 0.1
O -0.59653 -1.90698 5.98475 0.1 -0.1 -0.2
O 0.15125 -1.35703 3.92778 -0.2 -0.5 0.5
H 0.60248 -1.72905 1.92784 0.0 0.2 0.2
H 1.92812 -1.96911 3.08542 -0.1 0.0 0.0
H -0.51705 -3.74214 2.60473 0.0 0.0 0.1
H 1.16002 -4.23643 2.91602 -0.1 0.0 0.2
C 0.71297 -3.19553 9.41323 -0.6 0.1 0.1
C 1.42312 -3.28580 8.09298 -0.2 0.1 -0.7
O 2.79712 -3.18435 8.46345 -0.1 -0.1 0.5
C 2.89754 -3.58364 9.75924 0.4 -0.1 0.2
O 3.92627 -3.77687 10.32572 -0.3 0.0 -0.1
O 1.66850 -3.73458 10.32429 0.3 0.0 -0.2
H -0.21046 -3.77269 9.43169 0.1 -0.1 0.2
H 0.49242 -2.16446 9.70075 0.0 0.0 0.0
H 1.26134 -4.24544 7.59500 0.0 0.0 0.1
H 1.14294 -2.48412 7.41433 0.2 0.0 0.1
C -5.64956 -0.24997 2.18483 0.0 0.6 0.3
C -6.23842 -1.48119 2.81370 -0.2 0.0 0.6
O -6.34139 -2.37961 1.71179 0.3 0.2 -0.4
C -5.43231 -1.98557 0.78300 0.1 -0.1 -0.1
O -5.14465 -2.61954 -0.18634 -0.1 0.1 0.2
O -4.89295 -0.77970 1.09784 -0.4 -0.6 0.1
H -5.00924 0.30401 2.86976 0.1 -0.1 -0.2
H -6.41224 0.42479 1.78809 0.0 -0.1 0.0
H -5.58228 -1.92131 3.56855 0.0 0.0 -0.1
H -7.21547 -1.29747 3.25859 0.0 -0.2 -0.2
C 7.55446 4.37753 -2.78698 0.2 -0.4 -0.4
C 7.90138 5.81322 -2.50463 0.5 0.4 -0.2
O 6.73661 6.29674 -1.84261 -0.1 -0.4 0.1
C 6.10537 5.22406 -1.29521 -0.5 0.2 0.4
O 5.19367 5.29518 -0.53644 0.2 -0.1 -0.2
O 6.65505 4.05491 -1.72937 0.0 0.5 0.0
H 8.42668 3.72480 -2.76791 -0.1 -0.1 0.1
H 7.03733 4.25073 -3.74139 0.0 0.0 0.1
H 8.75735 5.91310 -1.83229 -0.1 0.0 0.0
H 8.09670 6.38243 -3.41257 -0.2 0.1 0.1
C -7.95036 -1.93580 -1.86662 0.5 -0.1 0.4
C -8.78266 -2.93695 -2.61656 0.0 -0.6 0.0
O -9.77664 -2.12335 -3.23442 0.2 0.4 0.1
C -9.26482 -0.86662 -3.33866 -0.2 0.4 -0.3
O -9.77046 0.01577 -3.95583 0.1 -0.2 0.1
O -8.09966 -0.75111 -2.64554 -0.4 -0.1 -0.2
H -6.90376 -2.22847 -1.80056 0.0 0.2 -0.1
H -8.33064 -1.74644 -0.85875 0.0 0.0 0.0
H -8.21541 -3.45445 -3.39431 0.0 0.1 0.0
H -9.23848 -3.67718 -1.96019 -0.2 0.1 -0.1
C -2.38856 2.70895 -5.65643 -0.6 0.1 0.1
C -1.67351 2.62236 -6.97594 -0.2 0.0 -0.6
O -0.30375 2.72960 -6.60142 0.0 -0.1 0.4
C -0.20536 2.33046 -5.30496 0.4 -0.1 0.2
O 0.82311 2.14257 -4.73687 -0.2 0.1 -0.1
O -1.43472 2.17362 -4.74228 0.4 0.1 -0.7
H -3.30958 2.12733 -5.64096 0.1 -0.1 0.2
H -2.61443 3.73898 -5.36835 0.0 0.0 0.0
H -1.82957 1.66251 -7.47478 0.0 0.0 0.1
H -1.95416 3.42464 -7.65728 0.2 0.0 0.0
```
Positions in Å, forces in eV/Å.